No. 1
85
Properties=species:S:1:pos:R:3 method="wB97M-V/def2-TZVPD" lumo_energy_ev=3.98 total_energy_ev=-129180.819 fmax_ev_per_a=0.61 spin_multiplicity=1 total_charge=-2 relative_energy_ev=0.344
Sr 0.73929 0.79674 -0.66828
S -1.90509 -0.35767 -1.35639
P -2.45850 0.16253 0.52892
C -1.37325 0.70520 1.63243
P -0.16520 0.19796 2.62176
S 1.64720 -0.38496 1.89469
C -0.66808 -1.09556 3.84396
C 0.12267 -2.20532 4.13005
C -0.29460 -3.14990 5.06145
C -1.50987 -2.99906 5.71580
C -2.30496 -1.89401 5.43700
C -1.88206 -0.95132 4.51075
C 0.26796 1.56562 3.76510
C -0.11428 2.86270 3.44899
C 0.23991 3.92409 4.27503
C 0.97128 3.69191 5.43059
C 1.35478 2.39408 5.75474
C 1.00898 1.33956 4.92295
C -3.59786 -1.17281 1.11852
C -4.33062 -0.96733 2.28603
C -5.19557 -1.93886 2.76714
C -5.34511 -3.13775 2.07930
C -4.63070 -3.34695 0.90830
C -3.76378 -2.36987 0.43024
C -3.74071 1.46718 0.28991
C -4.72796 1.35016 -0.68509
C -5.70758 2.32327 -0.81315
C -5.71087 3.42841 0.03205
C -4.72827 3.55349 1.00312
C -3.74653 2.57463 1.12929
H 1.05844 -2.32054 3.59631
H 0.33119 -4.01139 5.26677
H -1.83941 -3.74078 6.43472
H -3.25855 -1.76838 5.93724
H -2.49642 -0.08644 4.28937
H -0.68984 3.02138 2.54297
H -0.05973 4.93158 4.00986
H 1.24414 4.51866 6.07707
H 1.92969 2.20501 6.65442
H 1.32878 0.33386 5.17025
H -4.22608 -0.02851 2.81893
H -5.75139 -1.75895 3.68050
H -6.01844 -3.90048 2.45394
H -4.74250 -4.27652 0.36128
H -3.19784 -2.52037 -0.48074
H -4.70750 0.49945 -1.35625
H -6.46760 2.22600 -1.58026
H -6.47417 4.19156 -0.07092
H -4.72113 4.41189 1.66517
H -2.96031 2.64133 1.87448
O 1.22614 -0.11060 -4.28043
Cl 2.26614 -0.19102 -3.30205
O 2.54135 1.13012 -2.75444
O 3.44118 -0.78507 -3.85675
O 1.80000 -0.98029 -2.15409
C -1.38870 -4.63729 2.01454
S -0.51048 -3.49751 0.94178
C 0.36730 -4.65906 -0.10456
H -2.03613 -5.31440 1.45090
H -2.02094 -4.03335 2.66804
H -0.71189 -5.21915 2.64565
H 1.07171 -5.27537 0.45894
H 0.93196 -4.06121 -0.82072
H -0.31077 -5.30918 -0.66239
C 2.04384 7.29600 2.52322
C 0.68195 6.91785 2.02064
C -0.47341 7.33327 2.65993
C -1.71483 6.92199 2.19741
Cl -3.15604 7.46242 3.03531
C -1.82739 6.08826 1.10619
C -0.67742 5.66857 0.44438
C 0.56814 6.09313 0.89141
O 1.74464 5.76902 0.30531
C 1.70163 5.04328 -0.92321
C 1.29487 3.57095 -0.75127
O 1.96614 2.87578 0.03842
O 0.33023 3.15442 -1.44340
H 1.96404 7.92887 3.40794
H 2.61909 7.82514 1.76123
H 2.61420 6.40142 2.78147
H -0.40737 7.96925 3.53412
H -2.79541 5.74497 0.76909
H -0.76934 4.98680 -0.39130
H 2.72523 5.06661 -1.29272
H 1.03864 5.53751 -1.63537

***

No. 2
19
Properties=species:S:1:pos:R:3 method="wB97M-V/def2-TZVPD" lumo_energy_ev="-4.08 / -7.92" s_squared=2.01 total_energy_ev=-22418.015 fmax_ev_per_a=4.87 spin_multiplicity=3 total_charge=+1 relative_energy_ev=0.535
C -2.21982 0.10076 0.07004
C -0.23520 -0.84457 -0.59784
C 2.32305 0.88586 0.20471
C 0.91694 1.41518 0.16863
N -1.62768 -0.76586 -0.77555
N -0.03964 0.44948 0.68940
N -1.38118 0.79797 0.83290
N 0.07344 -2.17369 0.03562
O 1.20338 -2.40636 0.29698
O -0.91733 -2.80673 0.29851
I -2.76820 -1.89555 -2.24722
H -3.37411 0.19622 0.16569
H 0.29709 -0.44716 -1.54450
H 2.42145 0.29580 -0.77656
H 3.01021 1.62176 0.16756
H 2.53924 0.47449 1.16207
H 0.88321 2.32555 0.91611
H 0.70258 1.74954 -0.77503
H -1.80741 1.02731 1.70846

***

No. 3
24
Properties=species:S:1:pos:R:3 method="wB97M-V/def2-TZVPD" lumo_energy_ev=0.93 total_energy_ev=-17877.041 fmax_ev_per_a=4.82 spin_multiplicity=1 smiles="CC(C)[C@H](C)/C=N/O[SiH3]" total_charge=0 relative_energy_ev=4.528
C 2.86687 0.43408 1.08767
C 1.49069 0.75333 0.40493
C 1.64715 1.35695 -0.96191
C 0.44517 -0.44391 0.37738
C 0.72679 -1.76309 -0.29265
C -0.94368 -0.12529 -0.14048
N -1.83397 0.24660 0.69527
O -3.04459 0.68689 0.20856
Si -4.44909 -0.15686 -0.06321
H 3.61262 0.98157 0.64933
H 3.05977 -0.59827 0.94244
H 2.94537 0.64913 2.12027
H 0.94276 1.32779 1.15313
H 2.18889 0.90429 -1.71980
H 1.98547 2.30176 -0.99189
H 0.61134 1.52526 -1.54334
H 0.43611 -0.47544 1.51617
H 1.07898 -1.52763 -1.39756
H 1.62475 -2.23245 0.08641
H -0.06467 -2.51340 -0.36286
H -1.09276 -0.20188 -1.15709
H -4.85240 0.50240 -1.28369
H -4.36015 -1.59301 -0.52942
H -5.02142 -0.03879 1.20236

***

No. 4
19
Properties=species:S:1:pos:R:3 method="wB97M-V/def2-TZVPD" lumo_energy_ev=0.99 total_energy_ev=-8463.310 fmax_ev_per_a=0.34 spin_multiplicity=1 smiles=CC[C@H]1C[C@]1(C)O total_charge=0 relative_energy_ev=1.044
C 2.16306 -0.16690 0.92092
C 1.38089 -0.51501 -0.34525
C 0.28053 0.46541 -0.69580
C -0.86075 0.03816 -1.58884
C -1.14439 0.45421 -0.18360
C -1.69269 -0.54094 0.81674
O -1.75960 1.71759 -0.10662
H 3.01842 -0.83958 1.04895
H 1.53564 -0.24582 1.81595
H 2.55443 0.85644 0.87549
H 0.97102 -1.53072 -0.26355
H 2.07432 -0.54205 -1.19751
H 0.63629 1.47739 -0.89111
H -0.93853 -1.02422 -1.81468
H -1.18595 0.70475 -2.38134
H -2.68198 -0.88532 0.49653
H -1.81155 -0.07070 1.79985
H -1.04802 -1.41608 0.93938
H -1.44846 2.13835 0.70592

***

No. 5
16
Properties=species:S:1:pos:R:3 method="wB97M-V/def2-TZVPD" lumo_energy_ev=0.82 total_energy_ev=-7393.475 fmax_ev_per_a=3.41 spin_multiplicity=1 smiles="CC(=O)C(C)C" total_charge=0 relative_energy_ev=1.290
C -2.07434 -0.99002 -0.73229
C -0.72727 -0.76066 0.05052
O 0.05485 -1.68082 0.01489
C 0.21225 0.50227 0.21085
C 1.39661 0.52293 -0.81791
C 0.78956 0.63339 1.62386
H -2.87944 -1.58832 -0.27398
H -2.52885 -0.06343 -1.08218
H -1.73093 -1.56553 -1.60762
H -0.44497 1.30633 -0.06507
H 1.07375 0.27593 -1.83470
H 2.24051 -0.14339 -0.57735
H 1.80154 1.54818 -0.84402
H 1.38776 -0.24556 1.90710
H -0.02238 0.73981 2.34454
H 1.45134 1.50888 1.68335

***

No. 6
14
Properties=species:S:1:pos:R:3 method="wB97M-V/def2-TZVPD" lumo_energy_ev=-4.78 total_energy_ev=-39802.199 fmax_ev_per_a=6.07 spin_multiplicity=1 smiles="C=[N+]=P(P)(P)P" total_charge=+1 relative_energy_ev=0.817
C 1.14837 0.72428 2.03324
N 0.63471 1.18705 0.86048
P -0.08876 0.20396 -0.24579
P 0.76128 -1.78831 -0.33045
P 0.22938 0.65941 -2.39408
P -2.27463 0.41739 -0.02801
H 1.69767 1.39360 2.57503
H 1.36079 -0.37793 2.30573
H 0.12790 -2.04567 -1.50312
H -0.38271 -2.41064 0.44043
H -0.32942 1.80179 -2.21891
H 1.66053 1.15656 -2.26580
H -2.38255 -1.07606 -0.52680
H -2.16257 0.15456 1.29805